1.
# C29H52P2SiTi

A molecular structure, C29H52P2SiTi (ωB97M-V/def2-TZVPD, the OMol25 dataset).

Atoms and positions in Å:
Ti1 -0.38345 1.50044 1.89724
C1 0.80424 0.98019 3.81212
C2 1.76035 1.33212 2.81071
C3 0.26048 3.12164 3.05407
C4 -0.13680 2.06744 3.96864
C5 1.44072 2.64237 2.34284
C6 0.78146 -0.29357 4.55514
H1 1.71399 -0.85431 4.41520
H2 -0.04825 -0.92257 4.20703
H3 0.62518 -0.10824 5.62935
C7 -1.23128 2.15632 4.95721
H4 -1.13445 1.38042 5.72221
H5 -2.23274 2.05411 4.51598
H6 -1.19552 3.12701 5.47568
C8 -0.44575 4.39314 2.84225
H7 -0.83599 4.78450 3.78503
H8 -1.30414 4.24357 2.17319
H9 0.23611 5.14708 2.41826
C9 2.16833 3.38514 1.29674
H10 2.88618 4.07600 1.76374
H11 1.49148 3.98042 0.67604
H12 2.72374 2.70040 0.64531
C10 2.95569 0.53643 2.45340
H13 3.90500 0.88498 2.91178
H14 3.10486 0.57553 1.37120
H15 2.83835 -0.50421 2.75393
C11 0.29948 -2.98211 -0.22201
C12 1.45475 -3.07690 0.45421
C13 2.80386 -2.51282 0.14041
C14 3.03551 -2.09422 -1.33563
C15 2.65888 -0.67930 -1.69225
C16 1.43488 -0.16423 -1.90852
C17 0.17449 -0.67695 -1.26027
C18 -0.00706 -2.19345 -1.46056
H16 3.58312 -3.25934 0.37527
H17 2.58463 -2.85482 -1.99912
H18 2.99921 -1.66223 0.81086
H19 0.57957 -2.55070 -2.31615
H20 -0.58919 -3.48560 0.19339
H21 1.45397 -3.69792 1.35447
H22 -1.06139 -2.40979 -1.69536
H23 0.16872 -0.43981 -0.17297
H24 1.36264 0.83752 -2.36442
H25 -0.69798 -0.15016 -1.67834
H26 4.12806 -2.15937 -1.51934
H27 3.52411 -0.01386 -1.84269
P1 -0.31930 -0.34414 -4.27770
P2 -0.35973 2.61151 -5.21233
C19 -0.54456 -0.04620 -6.12806
C20 -1.09472 1.34121 -6.39935
H28 -1.23639 -0.81800 -6.49925
H29 0.42483 -0.19829 -6.63305
H30 -0.85209 1.65330 -7.42701
H31 -2.18805 1.37620 -6.26599
C21 -1.04358 3.99945 -6.22531
H32 -0.65701 4.94591 -5.83399
H33 -2.13619 3.99129 -6.14408
H34 -0.75228 3.88121 -7.27816
C22 1.29740 2.62543 -6.05962
H35 1.17066 2.59918 -7.15226
H36 1.92156 1.78291 -5.74127
H37 1.80333 3.55685 -5.77958
C23 -1.90844 -1.28191 -4.11006
H38 -2.11789 -1.50943 -3.06026
H39 -1.85142 -2.21129 -4.69191
H40 -2.72293 -0.65244 -4.49562
C24 0.88491 -1.70827 -4.62392
H41 1.58895 -1.34042 -5.38454
H42 0.35331 -2.59562 -4.98807
H43 1.49052 -1.94361 -3.74443
C25 -4.48428 -1.81375 4.97524
Si1 -2.73771 -2.21553 4.43470
C26 -1.65362 -2.17697 5.98181
C27 -2.60189 -3.94695 3.74863
C28 -2.11667 -0.98497 3.17855
C29 -1.60580 -0.07326 2.48323
H44 -4.79091 -2.43483 5.82793
H45 -5.20374 -1.98878 4.16707
H46 -4.57322 -0.76563 5.28666
H47 -2.13634 -2.75723 6.77908
H48 -0.66859 -2.62668 5.80127
H49 -1.49558 -1.16135 6.36461
H50 -3.07897 -4.00447 2.76424
H51 -1.55233 -4.24801 3.64031
H52 -3.08925 -4.67673 4.40723

Output
HOMO level (alpha / beta): -9.908 / -9.908 eV
gap between HOMO and LUMO (alpha / beta): 0.21192 / 0.21244 Eh
total charge: +1
2S+1: 2

---

2.
# C29H54Br2N2O4PSi2

A molecular structure, C29H54Br2N2O4PSi2 (ωB97M-V/def2-TZVPD, the OMol25 dataset).

Atoms and positions in Å:
C1 4.11016 0.98697 0.20071
C2 3.10662 2.00302 -0.40773
P1 1.72081 0.99490 -1.09136
C3 2.50272 -0.31023 -2.14116
C4 2.48584 -1.68481 -1.39861
C5 0.68171 1.98447 -2.33621
Br1 2.03432 2.79870 -3.55598
O1 -0.02246 1.05261 -3.18716
C6 -1.38210 1.09061 -3.04706
O2 -2.17415 0.57205 -3.80850
C7 -1.66036 1.89083 -1.76856
Br2 -1.47596 0.42121 -0.42296
C8 -3.10156 2.45500 -1.54983
O3 -3.95450 1.60964 -0.80561
C9 -4.75723 2.29597 0.07791
C10 -4.22533 2.93584 1.16076
C11 -5.01898 3.61521 2.03180
C12 -4.36538 4.27394 3.23135
C13 -6.35922 3.68067 1.80609
C14 -6.89561 3.03073 0.72940
C15 -6.11301 2.32245 -0.13171
C16 -6.75609 1.58072 -1.29675
C17 -6.43198 0.06724 -1.13780
C18 -6.33136 2.11944 -2.67677
C19 -0.50710 2.88957 -1.83735
C20 -0.21216 3.45549 -0.43924
N1 0.94039 4.35340 -0.42686
C21 -0.61976 4.04112 -2.86842
C22 -1.90586 4.90284 -2.86498
C23 -2.15191 5.79366 -1.63797
O4 -2.39086 7.14308 -2.09580
H1 4.69643 0.53230 -0.59184
H2 3.53143 0.20666 0.69965
H3 4.72117 1.46077 0.96412
H4 2.69630 2.54860 0.43727
H5 3.58603 2.68401 -1.10894
H6 1.95950 -0.43876 -3.07603
H7 3.51603 -0.03782 -2.43496
H8 1.95180 -1.58317 -0.45897
H9 3.51154 -2.01758 -1.27643
H10 1.97281 -2.41153 -2.02375
H11 -3.57522 2.62261 -2.51851
H12 -2.97821 3.39710 -1.02407
H13 -3.15430 2.86962 1.30890
H14 -4.64584 3.69608 4.11397
H15 -3.28519 4.20057 3.14152
H16 -4.71489 5.29922 3.32529
H17 -7.01467 4.23621 2.46401
H18 -7.96051 3.06989 0.54089
H19 -7.83191 1.65414 -1.13442
H20 -7.24425 -0.56449 -1.49510
H21 -6.27494 -0.15548 -0.08267
H22 -5.49910 -0.17159 -1.64221
H23 -6.02677 3.16129 -2.60651
H24 -7.16397 1.99551 -3.36765
H25 -5.52246 1.49145 -3.04518
H26 -1.10354 3.94478 -0.02342
H27 0.00554 2.65131 0.26236
H28 0.73976 5.26572 -0.80888
H29 1.31260 4.42163 0.50812
H30 -0.61126 3.56867 -3.85031
H31 0.20612 4.73217 -2.76526
H32 -2.79496 4.32870 -3.11376
H33 -1.79365 5.59537 -3.70026
H34 -3.07191 5.48629 -1.13962
H35 -1.31109 5.85475 -0.95225
H36 -3.26499 7.42507 -1.82212
C24 2.73719 -8.27774 0.68396
Si1 3.95131 -7.43209 1.86789
C25 5.62968 -8.27661 1.60478
C26 3.36789 -7.84815 3.62391
N2 3.96638 -5.78622 1.53416
Si2 4.89925 -4.64912 2.34150
C27 6.76584 -4.93762 2.17150
C28 4.50096 -4.51040 4.19079
C29 4.55125 -2.94345 1.59098
H37 2.69649 -9.35859 0.86818
H38 1.73166 -7.87236 0.81616
H39 3.04238 -8.12054 -0.35276
H40 5.52229 -9.36925 1.61362
H41 6.33944 -8.01616 2.39300
H42 6.05589 -7.98804 0.64223
H43 2.44803 -7.30871 3.85753
H44 4.12196 -7.59076 4.37068
H45 3.16442 -8.92233 3.72410
H46 7.09923 -5.78855 2.76907
H47 7.32964 -4.05963 2.51401
H48 7.03075 -5.11931 1.12820
H49 3.42286 -4.43943 4.34586
H50 4.96457 -3.61362 4.62324
H51 4.87922 -5.36900 4.74942
H52 3.49511 -2.68498 1.69878
H53 4.80707 -2.93430 0.52943
H54 5.14623 -2.16952 2.09311

Output
HOMO level: -3.459 eV
gap between HOMO and LUMO: 0.18055 Eh
total charge: -1
energy above the lowest of the compared OMol25 structures with the same formula, charge and spin: 0.6865 eV

---

3.
# C29H54FN6O8S3

2 unconnected molecules or ions with the total composition C29H54FN6O8S3 (ωB97M-V/def2-TZVPD, the OMol25 dataset).

Atoms and positions in Å:
C1 0.30708 3.05588 3.49476
C2 -0.17419 2.53212 2.16215
C3 -1.82499 2.40928 1.92170
N1 -2.51098 1.63189 3.06856
C4 -3.25562 2.49136 4.03463
C5 -4.75575 2.79891 3.38340
S1 -4.95593 4.61987 2.87783
C6 -4.70796 4.83589 1.03068
N2 -3.53862 5.48566 0.26557
N3 -3.89925 5.40727 -1.09358
C7 -5.25137 4.73998 -1.23838
O1 -5.77581 4.35570 0.10520
C8 -2.39670 0.27790 3.01150
N4 -1.60329 -0.35574 1.87436
C9 -1.74967 -1.82625 2.14913
C10 -1.02089 -2.87890 1.14567
C11 -2.01283 -3.59133 0.04150
C12 -1.01327 -4.51523 -0.92647
C13 -1.14994 -4.04103 -2.49703
C14 0.29131 -4.35863 -3.21760
C15 0.62098 -3.12438 -4.24504
C16 1.69119 -2.01741 -3.68144
C17 1.63038 -1.75407 -2.06323
C18 1.90850 -0.13889 -1.73570
C19 3.42660 0.30935 -2.16558
C20 4.16434 1.20187 -0.98933
C21 5.00377 0.14499 -0.01480
O2 6.08795 0.83468 0.74076
C22 7.19363 1.20042 -0.16863
N5 -2.59099 -1.92681 3.39218
C23 -2.86259 -3.35243 3.79130
C24 -1.99263 -3.83916 5.13438
O3 -1.10297 -2.79325 5.66105
C25 0.23063 -2.82303 5.04086
C26 1.19850 -4.05420 5.52749
N6 -2.99159 -0.70400 3.98603
S2 -3.91083 -0.57885 5.44430
O4 -5.21727 0.30078 5.32518
O5 -2.92864 0.00588 6.53618
F1 -4.46830 -2.05764 6.13282
H1 1.33328 2.72006 3.99186
H2 -0.42543 3.79095 4.05104
H3 0.57426 2.16534 1.30751
H4 -2.10580 2.00549 0.85987
H5 -2.19368 3.54578 1.92346
H6 -2.72184 3.56182 4.03032
H7 -3.27131 2.17576 5.15098
H8 -5.63970 2.57394 4.11603
H9 -4.88582 2.11231 2.41539
H10 -5.86493 4.48845 -2.20569
H11 -0.10495 -2.31381 0.64474
H12 -0.57330 -3.74955 1.80992
H13 -2.59847 -2.84564 -0.64441
H14 -2.77527 -4.32348 0.58219
H15 0.11218 -4.30128 -0.59320
H16 -1.18141 -5.66279 -0.74872
H17 -1.32881 -2.86477 -2.46696
H18 -2.04612 -4.62073 -2.97928
H19 0.17343 -5.41528 -3.75970
H20 1.19471 -4.47891 -2.48012
H21 -0.39574 -2.58159 -4.53010
H22 1.09919 -3.61983 -5.21812
H23 2.77251 -2.37047 -4.01339
H24 1.42554 -0.98775 -4.22047
H25 2.51338 -2.38260 -1.57106
H26 0.59184 -2.02729 -1.56631
H27 1.81502 -0.00117 -0.57229
H28 1.07104 0.47329 -2.30883
H29 3.39754 0.91312 -3.18531
H30 4.12730 -0.62219 -2.35975
H31 3.36643 1.80048 -0.36913
H32 4.87759 1.97636 -1.53442
H33 5.45490 -0.75972 -0.62173
H34 4.29177 -0.32445 0.80148
H35 8.21202 1.29137 0.42503
H36 7.25177 0.40092 -1.04946
H37 6.92916 2.22314 -0.69077
H38 -4.03363 -3.41965 4.01549
H39 -2.65643 -4.16329 2.97608
H40 -1.38905 -4.82134 4.82330
H41 -2.79652 -4.22825 5.92649
H42 0.19866 -2.84155 3.86996
H43 0.78085 -1.81760 5.37416
H44 1.65307 -4.54070 4.53657
H45 2.09488 -3.73773 6.21495
H46 0.52361 -4.89529 6.00632
O6 1.12183 1.63169 -6.16165
S3 2.22927 2.56525 -6.17499
O7 3.16629 2.65978 -5.07730
O8 1.66224 4.05507 -6.51072
C27 0.62786 4.58920 -5.69680
C28 1.16344 5.06710 -4.36006
C29 3.14890 2.33051 -7.67534
H47 -0.17745 3.85928 -5.56331
H48 0.20338 5.44265 -6.23660
H49 1.51629 4.22712 -3.75455
H50 0.38537 5.58698 -3.79402
H51 2.01325 5.74245 -4.50221
H52 2.45453 2.30119 -8.51660
H53 3.68437 1.38226 -7.59718
H54 3.86069 3.15117 -7.78494

Output
HOMO level: -11.092 eV
gap between HOMO and LUMO: 0.20786 Eh
total charge: +1

---

4.
# C29H54N4O7

9 unconnected molecules or ions with the total composition C29H54N4O7 (ωB97M-V/def2-TZVPD, the OMol25 dataset).

Atoms and positions in Å:
C1 3.60207 2.63004 3.66261
C2 4.19404 3.68543 4.38432
C3 3.24524 4.73503 4.26957
N1 2.06119 4.30236 3.62813
C4 2.32771 2.99718 3.28707
H1 4.07983 1.70448 3.37716
H2 5.21319 3.69809 4.74151
H3 3.31038 5.75615 4.61521
H4 1.19865 4.75628 3.36340
H5 1.61322 2.41386 2.72525
C5 0.10100 1.66012 0.41456
C6 0.88957 0.54813 0.05546
C7 0.11993 -0.62169 0.19990
N2 -1.05106 -0.16988 0.80873
C8 -1.06638 1.15930 0.94689
H6 0.36054 2.70253 0.30310
H7 1.91983 0.44794 -0.25263
H8 0.36167 -1.65205 -0.01531
H9 -1.84991 -0.73315 1.06302
H10 -1.91397 1.64649 1.40584
C9 1.21186 1.56307 -5.74608
N3 1.88760 1.89749 -4.56636
C10 1.33617 2.36108 -3.44081
C11 2.35007 2.94274 -2.46994
O1 0.11733 2.53562 -3.32055
H11 0.22451 1.12618 -5.59650
H12 1.84137 1.00261 -6.43724
H13 1.05901 2.51898 -6.24703
H14 2.88952 1.94720 -4.68380
H15 2.66874 3.89422 -2.89565
H16 3.24928 2.33137 -2.39413
H17 1.88526 2.93179 -1.48407
C12 -5.72535 -3.90928 2.57599
N4 -5.08841 -2.74692 2.01416
C13 -3.86290 -2.32717 2.32142
C14 -3.06667 -2.95543 3.44488
O2 -3.32384 -1.48862 1.60263
H18 -4.95227 -4.59293 2.92679
H19 -6.21383 -4.51343 1.81148
H20 -6.55170 -3.64245 3.23481
H21 -5.48944 -2.18375 1.27788
H22 -2.81588 -4.00823 3.31513
H23 -3.70886 -2.86488 4.32095
H24 -2.14642 -2.42039 3.67934
C15 1.81142 -4.15938 0.35034
C16 0.60207 -5.06075 0.30410
C17 -0.72860 -4.58231 0.71742
O3 0.67901 -6.18289 -0.24093
H25 1.56948 -3.23157 -0.16807
H26 2.77074 -4.47223 -0.06189
H27 2.12444 -3.86324 1.35155
H28 -1.43736 -5.39548 0.87400
H29 -1.08098 -3.80115 0.04383
H30 -0.66461 -4.09193 1.68878
C18 5.46291 -3.00270 -3.62567
C19 4.56684 -2.52156 -2.52962
C20 4.12573 -1.07206 -2.56910
O4 4.14610 -3.29841 -1.67491
H31 4.95825 -3.01993 -4.59166
H32 5.78664 -4.01536 -3.38520
H33 6.38254 -2.42980 -3.74470
H34 3.76203 -0.85055 -3.57247
H35 4.94874 -0.37425 -2.41478
H36 3.32564 -0.84687 -1.86394
C21 -3.80360 -0.24683 6.05189
C22 -2.38052 0.22657 5.56417
C23 -2.25692 0.88675 4.25591
O5 -1.39877 -0.01562 6.17401
H37 -4.41471 0.60131 6.36057
H38 -3.70586 -0.92839 6.89689
H39 -4.37684 -0.72978 5.26052
H40 -3.07485 1.59448 4.12103
H41 -2.31792 0.12188 3.48173
H42 -1.30967 1.41460 4.14554
C24 -1.75997 -2.30443 -4.21705
C25 -0.74108 -2.24471 -3.12631
C26 0.42739 -1.26936 -3.33416
O6 -0.86121 -2.90936 -2.14957
H43 -2.59443 -2.80338 -3.72429
H44 -1.43181 -3.01806 -4.97279
H45 -2.04996 -1.30347 -4.53657
H46 -0.02258 -0.27700 -3.30482
H47 0.87866 -1.44865 -4.31003
H48 1.19874 -1.19375 -2.56774
C27 -1.15124 5.73764 -2.78810
C28 -1.98377 5.16502 -1.69325
C29 -1.20959 4.37246 -0.67943
O7 -3.21749 5.31558 -1.55509
H49 -0.85357 6.72047 -2.42268
H50 -1.83039 6.00570 -3.59742
H51 -0.24329 5.24166 -3.13120
H52 -1.21234 3.36404 -1.09316
H53 -1.68520 4.32912 0.30037
H54 -0.22022 4.80226 -0.52288

Output
HOMO level: -7.803 eV
gap between HOMO and LUMO: 0.29676 Eh
total charge: 0
SMILES: c1cc[nH]c1.c1cc[nH]c1.CNC(C)=O.CNC(C)=O.CC(C)=O.CC(C)=O.CC(C)=O.CC(C)=O.CC(C)=O
energy above the lowest of the compared OMol25 structures with the same formula, charge and spin: 0.6925 eV